# 1
This record from the OMol25 dataset describes C4H5N2 as an isolated structure in a non-equilibrium geometry. The level of theory is ωB97M-V/def2-TZVPD.

Atoms and positions in Å:
C (-1.834, -0.496, 0.224)
C (1.067, 1.119, 0.196)
C (-0.401, -0.297, 0.622)
C (-0.457, 1.117, 0.271)
N (-1.631, 0.921, -0.238)
N (0.892, -0.332, 0.337)
H (-2.239, -1.253, -0.476)
H (-2.519, -0.558, 0.965)
H (1.512, 1.344, -0.748)
H (1.655, 1.498, 0.927)
H (1.799, -1.259, -0.829)

Summary:
Charge: +1
E_tot in Ha: -264.33272
Relative energy (zero: lowest compared OMol25 entry of this formula, charge and spin) in kJ/mol: 742.18
M in u: 81.1

=====

# 2
This record from the OMol25 dataset describes a 18-piece molecular cluster, C24H84O18 overall in a non-equilibrium geometry. The level of theory is ωB97M-V/def2-TZVPD.

Atoms and positions in Å:
O (-3.231, -2.435, -0.194)
H (-3.059, -2.122, 0.694)
H (-4.015, -1.959, -0.469)
O (0.898, 3.424, -0.301)
H (1.790, 3.686, -0.527)
H (0.804, 2.546, -0.669)
O (-2.460, -1.569, 2.235)
H (-2.966, -1.073, 2.878)
H (-1.548, -1.341, 2.420)
O (-0.719, -1.578, -4.936)
H (-1.391, -1.025, -5.334)
H (-1.057, -1.778, -4.063)
O (-4.336, -0.019, -1.767)
H (-5.273, -0.018, -1.962)
H (-4.125, 0.900, -1.601)
O (-3.236, 2.645, -1.914)
H (-2.851, 3.196, -1.232)
H (-2.509, 2.451, -2.505)
O (2.031, -3.956, -2.426)
H (2.296, -4.854, -2.629)
H (1.079, -3.960, -2.521)
O (3.541, 0.862, -2.948)
H (2.653, 1.049, -2.642)
H (3.442, 0.100, -3.519)
O (-2.232, -1.803, -2.776)
H (-2.269, -2.093, -1.864)
H (-2.842, -1.067, -2.818)
O (3.613, -2.012, -3.939)
H (3.273, -2.703, -3.371)
H (4.560, -2.031, -3.801)
C (-0.431, -6.712, -0.158)
C (-1.588, -5.734, 0.214)
C (-1.112, -4.683, 1.115)
O (-2.252, -5.143, -0.874)
H (0.267, -6.198, -0.818)
H (-0.804, -7.543, -0.758)
H (0.205, -7.076, 0.650)
H (-2.310, -6.408, 0.676)
H (-0.474, -5.155, 1.862)
H (-1.883, -4.154, 1.677)
H (-0.501, -3.971, 0.560)
H (-2.568, -4.286, -0.579)
C (4.824, -5.601, 0.214)
C (4.330, -4.174, 0.389)
C (4.949, -3.191, -0.551)
O (2.916, -4.081, 0.324)
H (4.281, -6.367, 0.769)
H (5.866, -5.664, 0.527)
H (4.714, -5.842, -0.844)
H (4.564, -3.665, 1.323)
H (4.751, -3.578, -1.550)
H (6.036, -3.113, -0.558)
H (4.485, -2.227, -0.342)
H (2.683, -4.393, -0.554)
C (2.164, -1.912, 2.787)
C (2.301, -3.239, 3.561)
C (1.374, -3.180, 4.770)
O (1.966, -4.345, 2.795)
H (2.356, -0.943, 3.247)
H (1.147, -1.883, 2.395)
H (2.719, -2.002, 1.853)
H (3.327, -3.409, 3.888)
H (1.770, -3.844, 5.539)
H (0.390, -3.609, 4.583)
H (1.425, -2.216, 5.276)
H (2.317, -4.277, 1.904)
C (-5.233, 3.652, 2.767)
C (-5.394, 2.218, 2.232)
C (-4.108, 1.576, 1.717)
O (-5.795, 1.501, 3.382)
H (-4.767, 4.262, 1.993)
H (-4.609, 3.547, 3.654)
H (-6.231, 4.012, 3.016)
H (-6.202, 2.126, 1.506)
H (-4.146, 0.487, 1.767)
H (-3.225, 1.930, 2.249)
H (-3.852, 1.778, 0.677)
H (-6.682, 1.747, 3.656)
C (-1.216, 5.403, 2.020)
C (-1.748, 5.578, 0.593)
C (-0.920, 6.585, -0.138)
O (-1.625, 4.302, -0.024)
H (-1.173, 6.394, 2.472)
H (-0.187, 5.050, 1.943)
H (-1.718, 4.648, 2.624)
H (-2.797, 5.849, 0.470)
H (-0.864, 6.518, -1.224)
H (0.098, 6.328, 0.152)
H (-1.106, 7.563, 0.306)
H (-0.738, 3.958, 0.104)
C (1.461, -0.835, -0.853)
C (0.404, 0.146, -1.287)
C (-0.504, 0.590, -0.173)
O (0.868, 1.236, -2.021)
H (2.078, -0.450, -0.041)
H (2.206, -1.057, -1.618)
H (1.070, -1.795, -0.517)
H (-0.195, -0.421, -2.000)
H (-1.461, 1.017, -0.470)
H (0.056, 1.248, 0.493)
H (-0.748, -0.272, 0.449)
H (0.208, 1.444, -2.687)
C (0.016, 2.659, -5.557)
C (-0.822, 3.030, -4.361)
C (-2.039, 3.871, -4.739)
O (-1.316, 1.897, -3.693)
H (0.827, 2.151, -5.033)
H (0.367, 3.585, -6.013)
H (-0.482, 1.989, -6.258)
H (-0.237, 3.565, -3.613)
H (-1.651, 4.690, -5.346)
H (-2.487, 4.252, -3.822)
H (-2.739, 3.294, -5.344)
H (-1.846, 1.431, -4.343)
C (3.109, 1.899, 2.731)
C (2.888, 3.391, 2.951)
C (2.954, 3.823, 4.417)
O (3.986, 4.063, 2.335)
H (4.082, 1.515, 3.039)
H (2.947, 1.556, 1.709)
H (2.466, 1.222, 3.292)
H (1.990, 3.774, 2.466)
H (2.860, 4.903, 4.531)
H (3.861, 3.539, 4.952)
H (2.114, 3.440, 4.996)
H (3.886, 4.944, 2.701)

Summary:
Charge: -1
<S²>: 0.750
E_tot in Ha: -2319.07341
Multiplicity: 2
M in u: 660.9

=====

# 3
This record from the OMol25 dataset describes C42H45AsGeN2O3S4SbSeW as an isolated structure in a non-equilibrium geometry. The level of theory is ωB97M-V/def2-TZVPD.

Atoms and positions in Å:
W (1.739, -0.704, 0.120)
C (0.993, -3.520, -1.855)
O (1.698, -2.283, -1.715)
C (2.479, -1.899, -2.775)
C (2.732, -2.702, -3.875)
C (3.511, -2.209, -4.915)
C (4.037, -0.929, -4.845)
C (3.798, -0.138, -3.734)
C (3.014, -0.615, -2.688)
N (2.708, 0.145, -1.550)
N (2.904, 1.416, -1.721)
C (2.813, 2.317, -0.717)
C (2.491, 2.083, 0.633)
O (2.198, 0.886, 1.118)
C (2.488, 3.142, 1.574)
C (2.761, 4.418, 1.202)
C (3.090, 4.722, -0.153)
C (3.401, 6.041, -0.544)
C (3.746, 6.332, -1.837)
C (3.789, 5.298, -2.787)
C (3.487, 4.009, -2.431)
C (3.128, 3.684, -1.105)
H (1.702, -4.348, -1.841)
H (0.422, -3.498, -2.784)
H (0.331, -3.595, -1.002)
H (2.335, -3.704, -3.929)
H (3.709, -2.839, -5.772)
H (4.645, -0.544, -5.654)
H (4.219, 0.852, -3.646)
H (2.255, 2.885, 2.600)
H (2.742, 5.221, 1.929)
H (3.366, 6.824, 0.206)
H (3.986, 7.347, -2.125)
H (4.063, 5.520, -3.811)
H (3.519, 3.214, -3.162)
S (3.503, -3.113, 3.865)
As (2.753, -1.973, 2.305)
S (0.933, -2.780, 1.289)
S (3.858, -2.146, 0.262)
S (5.023, -0.467, 0.369)
C (-0.840, 1.498, -0.591)
C (0.120, 0.362, -0.858)
O (-0.227, -0.717, -0.212)
H (-1.806, 1.092, -0.283)
H (-0.973, 2.136, -1.466)
H (-0.429, 2.123, 0.209)
C (1.196, -1.671, 7.268)
C (-0.012, -2.171, 6.804)
C (-0.547, -1.708, 5.609)
C (0.119, -0.740, 4.865)
C (1.333, -0.247, 5.340)
C (1.868, -0.703, 6.535)
Sb (-0.537, 0.055, 2.995)
C (-1.440, 1.793, 3.908)
C (-1.162, 3.055, 3.391)
C (-1.743, 4.197, 3.934)
C (-2.615, 4.085, 5.005)
C (-2.899, 2.831, 5.535)
C (-2.316, 1.697, 4.989)
C (-2.390, -0.982, 2.740)
C (-2.456, -2.375, 2.773)
C (-3.633, -3.038, 2.450)
C (-4.756, -2.319, 2.065)
C (-4.701, -0.933, 2.020)
C (-3.527, -0.272, 2.358)
H (1.621, -2.045, 8.191)
H (-0.537, -2.932, 7.370)
H (-1.495, -2.105, 5.265)
H (1.881, 0.495, 4.767)
H (2.820, -0.322, 6.879)
H (-0.479, 3.159, 2.552)
H (-1.514, 5.170, 3.517)
H (-3.074, 4.970, 5.429)
H (-3.575, 2.738, 6.377)
H (-2.545, 0.724, 5.411)
H (-1.576, -2.953, 3.029)
H (-3.667, -4.120, 2.487)
H (-5.669, -2.836, 1.794)
H (-5.571, -0.363, 1.715)
H (-3.507, 0.812, 2.333)
C (-4.607, -2.910, -5.652)
Ge (-3.331, -2.537, -4.211)
C (-4.265, -1.638, -2.750)
C (-2.609, -4.233, -3.554)
C (-1.890, -1.398, -4.908)
Se (-0.870, -0.679, -3.407)
C (0.189, 0.620, -4.385)
H (-5.426, -3.523, -5.273)
H (-4.129, -3.450, -6.471)
H (-5.028, -1.986, -6.051)
H (-5.059, -2.278, -2.361)
H (-4.705, -0.699, -3.089)
H (-3.577, -1.410, -1.935)
H (-3.420, -4.954, -3.440)
H (-2.135, -4.099, -2.581)
H (-1.874, -4.651, -4.243)
H (-2.316, -0.575, -5.486)
H (-1.227, -1.977, -5.554)
H (-0.468, 1.330, -4.885)
H (0.831, 0.119, -5.107)
H (0.810, 1.136, -3.653)

Summary:
Charge: -1
<S²>: 2.079
E_tot in Ha: -10576.88805
Relative energy (zero: lowest compared OMol25 entry of this formula, charge and spin) in kJ/mol: 298.68
Multiplicity: 3
M in u: 1286.2

=====

# 4
This record from the OMol25 dataset describes an isolated ion of composition C4H10NO and charge -2 in a non-equilibrium geometry. The level of theory is ωB97M-V/def2-TZVPD.

Atoms and positions in Å:
C (2.125, 1.183, -0.536)
C (0.680, 0.556, -0.552)
N (0.554, -0.661, 0.281)
C (-0.813, -1.290, 0.097)
C (-2.039, -0.556, 0.734)
O (-1.922, 0.738, 1.111)
H (1.932, 2.271, -0.541)
H (2.711, 0.933, 0.370)
H (2.624, 0.960, -1.514)
H (0.287, 0.463, -1.565)
H (0.024, 1.355, -0.157)
H (0.467, -0.262, 1.217)
H (-0.755, -1.509, -0.976)
H (-0.642, -2.245, 0.641)
H (-2.495, -1.110, 1.548)
H (-2.739, -0.827, -0.156)

Summary:
Charge: -2
<S²>: 0.751
E_tot in Ha: -288.17595
Relative energy (zero: lowest compared OMol25 entry of this formula, charge and spin) in kJ/mol: 126.37
Multiplicity: 2
M in u: 88.1

=====

# 5
This record from the OMol25 dataset describes a 5-piece molecular cluster, C29H69F2P overall. The level of theory is ωB97M-V/def2-TZVPD.

Atoms and positions in Å:
F (-0.351, 4.460, -3.503)
C (-1.098, 4.418, -2.316)
C (-0.984, 5.751, -1.607)
C (-1.618, 6.911, -2.362)
P (-3.482, 7.075, -2.083)
C (-5.382, 7.311, -1.802)
C (-6.250, 6.283, -2.486)
F (-5.806, 6.075, -3.803)
H (-2.125, 4.171, -2.593)
H (-0.691, 3.610, -1.705)
H (-1.446, 5.643, -0.615)
H (0.081, 5.933, -1.438)
H (-1.202, 7.864, -2.018)
H (-1.404, 6.836, -3.433)
H (-3.494, 8.208, -2.953)
H (-3.710, 5.726, -2.465)
H (-3.248, 7.263, -0.695)
H (-5.577, 7.263, -0.726)
H (-5.655, 8.314, -2.141)
H (-7.290, 6.610, -2.550)
H (-6.229, 5.318, -1.974)
C (1.213, -1.002, 0.631)
C (2.183, -0.738, -0.515)
C (3.380, 0.122, -0.114)
C (3.022, 1.518, 0.400)
C (2.193, 2.359, -0.570)
C (2.885, 2.623, -1.903)
H (0.770, -0.079, 1.008)
H (0.396, -1.653, 0.316)
H (1.725, -1.488, 1.465)
H (1.649, -0.265, -1.345)
H (2.551, -1.692, -0.901)
H (4.058, 0.209, -0.967)
H (3.945, -0.398, 0.667)
H (3.950, 2.053, 0.627)
H (2.484, 1.433, 1.348)
H (1.963, 3.316, -0.091)
H (1.229, 1.874, -0.751)
H (3.845, 3.120, -1.750)
H (2.274, 3.262, -2.542)
H (3.073, 1.698, -2.451)
C (-13.159, 4.594, -4.179)
C (-13.059, 5.159, -2.766)
C (-11.912, 6.153, -2.585)
C (-10.521, 5.578, -2.858)
C (-10.148, 4.359, -2.018)
C (-10.124, 4.638, -0.519)
H (-12.269, 4.023, -4.449)
H (-14.017, 3.929, -4.279)
H (-13.271, 5.397, -4.912)
H (-12.954, 4.337, -2.052)
H (-13.997, 5.659, -2.511)
H (-11.950, 6.557, -1.570)
H (-12.072, 7.004, -3.254)
H (-9.781, 6.367, -2.681)
H (-10.434, 5.320, -3.916)
H (-9.162, 4.011, -2.335)
H (-10.837, 3.536, -2.225)
H (-9.432, 5.452, -0.286)
H (-9.806, 3.759, 0.042)
H (-11.108, 4.927, -0.146)
C (3.900, -3.763, 1.349)
C (4.925, -4.313, 2.333)
C (4.610, -5.730, 2.809)
C (3.283, -5.881, 3.554)
C (3.137, -4.984, 4.782)
C (4.199, -5.233, 5.847)
H (2.910, -3.680, 1.802)
H (4.183, -2.770, 0.998)
H (3.812, -4.413, 0.475)
H (5.005, -3.642, 3.193)
H (5.912, -4.315, 1.862)
H (5.428, -6.080, 3.446)
H (4.600, -6.400, 1.942)
H (3.176, -6.926, 3.863)
H (2.453, -5.685, 2.869)
H (2.146, -5.145, 5.215)
H (3.164, -3.933, 4.479)
H (4.187, -6.276, 6.171)
H (4.033, -4.608, 6.726)
H (5.202, -5.014, 5.476)
C (10.032, -7.231, 3.382)
C (8.548, -6.991, 3.129)
C (7.847, -8.165, 2.447)
C (8.401, -8.533, 1.068)
C (8.423, -7.382, 0.063)
C (7.047, -6.769, -0.170)
H (10.583, -7.364, 2.450)
H (10.484, -6.391, 3.912)
H (10.183, -8.128, 3.987)
H (8.422, -6.085, 2.529)
H (8.046, -6.792, 4.080)
H (6.781, -7.936, 2.362)
H (7.914, -9.045, 3.095)
H (7.792, -9.347, 0.661)
H (9.412, -8.937, 1.170)
H (8.832, -7.746, -0.882)
H (9.109, -6.602, 0.408)
H (6.336, -7.524, -0.515)
H (7.080, -5.973, -0.915)
H (6.652, -6.345, 0.754)

Summary:
SMILES string: FCCC[PH3]CCF.CCCCCC.CCCCCC.CCCCCC.CCCCCC
E_tot in Ha: -1687.32559
M in u: 486.8

=====

# 6
This record from the OMol25 dataset describes C37H53Br4GeN4O5Si3Sr as an isolated structure in a non-equilibrium geometry. The level of theory is ωB97M-V/def2-TZVPD.

Atoms and positions in Å:
Sr (0.153, 0.250, -0.002)
O (-1.731, -0.346, 1.017)
C (-2.771, 0.414, 1.082)
C (-3.482, 0.547, 2.301)
C (-4.582, 1.354, 2.431)
C (-5.073, 2.064, 1.334)
C (-4.418, 1.951, 0.129)
C (-3.278, 1.155, -0.031)
C (-2.686, 1.071, -1.342)
N (-1.626, 0.428, -1.604)
C (-1.159, 0.280, -2.946)
C (-1.239, -1.205, -3.344)
N (-0.873, -2.055, -2.230)
C (0.348, -2.258, -1.971)
C (1.538, -1.803, -2.718)
C (2.077, -2.639, -3.681)
C (3.205, -2.284, -4.406)
C (3.797, -1.056, -4.142)
C (3.289, -0.218, -3.172)
C (2.146, -0.550, -2.398)
O (1.689, 0.223, -1.488)
H (-3.108, -0.013, 3.144)
H (-5.073, 1.439, 3.393)
H (-5.949, 2.693, 1.429)
H (-4.786, 2.498, -0.733)
H (-3.229, 1.600, -2.145)
H (-0.114, 0.592, -2.966)
H (-1.732, 0.884, -3.670)
H (-0.604, -1.373, -4.224)
H (-2.272, -1.451, -3.608)
H (0.542, -2.872, -1.093)
H (1.593, -3.593, -3.864)
H (3.609, -2.952, -5.156)
H (4.673, -0.748, -4.704)
H (3.762, 0.736, -2.970)
Br (0.954, 6.863, 2.719)
C (0.881, 4.979, 2.530)
C (1.153, 4.161, 3.606)
Br (1.543, 4.905, 5.306)
C (1.137, 2.772, 3.426)
Br (1.586, 1.623, 4.872)
C (0.839, 2.152, 2.213)
O (0.870, 0.883, 2.032)
C (0.489, 3.017, 1.095)
O (0.153, 2.486, -0.020)
C (0.562, 4.395, 1.298)
Br (0.196, 5.468, -0.226)
C (1.742, -1.771, 3.375)
N (2.706, -2.627, 2.704)
C (3.754, -3.201, 3.514)
C (5.109, -2.959, 2.868)
C (5.072, -3.573, 1.480)
N (3.886, -3.168, 0.757)
C (4.008, -3.010, -0.681)
C (2.779, -2.596, 1.342)
O (1.880, -2.134, 0.648)
H (1.287, -2.305, 4.210)
H (0.975, -1.468, 2.671)
H (2.228, -0.867, 3.747)
H (3.591, -4.282, 3.635)
H (3.711, -2.744, 4.503)
H (5.907, -3.405, 3.462)
H (5.285, -1.885, 2.789)
H (5.098, -4.670, 1.567)
H (5.956, -3.263, 0.913)
H (4.884, -3.561, -1.021)
H (4.101, -1.958, -0.960)
H (3.128, -3.400, -1.187)
C (-0.432, -4.381, 3.910)
Si (-1.818, -3.170, 3.337)
C (-3.417, -4.076, 3.926)
C (-1.636, -1.669, 4.513)
Ge (-1.669, -2.843, 0.902)
Si (-0.899, -5.154, 0.257)
C (-1.630, -6.706, 1.148)
C (-1.213, -5.534, -1.598)
C (0.990, -5.398, 0.492)
Si (-3.992, -2.938, 0.179)
C (-4.665, -4.744, 0.196)
C (-5.317, -1.991, 1.197)
C (-4.249, -2.379, -1.627)
H (-0.162, -4.231, 4.955)
H (0.465, -4.245, 3.311)
H (-0.746, -5.417, 3.798)
H (-3.428, -4.218, 5.007)
H (-3.486, -5.057, 3.458)
H (-4.312, -3.521, 3.652)
H (-1.039, -1.911, 5.391)
H (-2.606, -1.317, 4.865)
H (-1.144, -0.841, 4.005)
H (-2.718, -6.707, 1.108)
H (-1.341, -6.721, 2.197)
H (-1.278, -7.633, 0.693)
H (-2.269, -5.724, -1.784)
H (-0.650, -6.401, -1.945)
H (-0.928, -4.677, -2.204)
H (1.281, -5.178, 1.519)
H (1.544, -4.715, -0.148)
H (1.312, -6.415, 0.262)
H (-4.656, -5.147, 1.208)
H (-4.047, -5.393, -0.422)
H (-5.687, -4.799, -0.178)
H (-5.034, -1.924, 2.246)
H (-6.291, -2.480, 1.144)
H (-5.427, -0.970, 0.837)
H (-3.576, -2.931, -2.280)
H (-4.007, -1.322, -1.721)
H (-5.271, -2.529, -1.976)

Summary:
Charge: -2
<S²>: 0.754
E_tot in Ha: -15309.33617
Relative energy (zero: lowest compared OMol25 entry of this formula, charge and spin) in kJ/mol: 237.57
Multiplicity: 2
M in u: 1198.0